The following is a DFT calculation (ωB97M-V/def2-TZVPD) of 2 unconnected molecules or ions with the total composition C21H46F10N8O2PS.

The geometry in XYZ format:
```
89
Properties=species:S:1:pos:R:3
C 3.82 -2.09 -0.51
C 3.65 -0.60 -0.17
C 2.17 -0.14 -0.16
C 1.92 1.10 0.71
C 1.07 0.94 1.98
N 0.10 -0.16 2.05
C 0.33 -1.02 3.18
C 1.38 -2.12 2.96
N 2.75 -1.61 2.93
N 1.11 -2.90 1.78
N 1.17 -3.02 4.16
C -1.27 0.28 1.80
C -1.80 1.37 2.78
C -1.91 0.96 4.22
N -2.97 0.92 4.92
C -2.21 -0.96 1.89
C -3.59 -0.96 1.25
C -4.68 -0.18 1.99
C -1.45 0.87 0.38
C -0.72 2.22 0.14
C -1.54 3.33 -0.50
N -2.47 3.89 0.48
N -0.54 4.34 -0.92
N -2.23 2.90 -1.71
O -0.97 -0.11 -0.55
C -1.70 -0.34 -1.72
C -0.88 0.07 -2.95
C 0.46 -0.69 -3.02
C 0.77 -1.38 -4.33
F -0.38 -1.72 -5.01
F 1.42 -2.57 -4.11
C 1.57 -0.51 -5.35
F 1.31 -0.91 -6.62
F 1.11 0.78 -5.23
S 3.46 -0.52 -5.13
F 3.65 -0.10 -6.66
F 3.49 1.02 -4.74
F 3.32 -0.88 -3.60
F 3.49 -2.04 -5.54
F 5.03 -0.56 -4.98
P -2.16 -2.14 -1.82
O -3.62 -2.38 -1.93
H 4.31 -2.22 -1.48
H 4.48 -2.56 0.22
H 2.87 -2.61 -0.53
H 4.15 -0.31 0.74
H 4.13 -0.04 -0.97
H 1.51 -0.97 0.05
H 1.97 0.16 -1.19
H 1.55 1.93 0.12
H 2.90 1.45 1.02
H 1.78 0.91 2.80
H 0.59 1.90 2.12
H -0.53 -1.58 3.53
H 0.68 -0.48 4.07
H 3.38 -2.40 2.87
H 2.93 -1.18 3.83
H 0.16 -3.23 1.84
H 1.74 -3.69 1.72
H 1.93 -3.69 4.21
H 1.17 -2.47 5.02
H -1.18 2.26 2.77
H -2.78 1.70 2.45
H -0.98 0.70 4.72
H -3.76 1.19 4.34
H -2.36 -1.26 2.93
H -1.63 -1.78 1.45
H -3.93 -2.00 1.25
H -3.63 -0.66 0.21
H -5.65 -0.57 1.69
H -4.66 0.89 1.76
H -4.59 -0.37 3.06
H -2.50 1.10 0.23
H -0.32 2.68 1.03
H 0.06 2.01 -0.59
H -2.83 4.78 0.14
H -1.94 4.09 1.32
H -0.76 5.23 -0.51
H 0.39 4.07 -0.60
H -3.13 2.49 -1.47
H -2.42 3.70 -2.29
H -2.66 0.17 -1.79
H -0.67 1.12 -2.79
H -1.48 0.01 -3.85
H 1.25 0.04 -2.84
H 0.57 -1.43 -2.24
H -1.57 -2.72 -0.68
H -1.52 -2.69 -2.94
F 1.51 3.91 0.91
```

For the LUMO energy, the calculation gives 2.21 eV. Its total charge is -1. For the calculated total energy, the calculation gives -85836.8417 eV. The highest occupied orbital energy comes out at -5.1 eV.

Mulliken population analysis, charges in e, atoms 1 to 6: -1.4057 -0.7919 1.9413 -1.6743 -1.2027 1.2885

---

The following is a DFT calculation (ωB97M-V/def2-TZVPD) of a molecular structure, C12H29BBrGaO4P.

The geometry in XYZ format:
```
49
Properties=species:S:1:pos:R:3
C -4.26 0.09 2.03
C -4.70 -0.91 0.95
O -4.15 -0.63 -0.31
C -2.78 -1.01 -0.41
C -2.26 -0.71 -1.81
O -1.42 0.41 -1.82
C -0.01 0.19 -2.09
Ga 1.19 0.33 -0.43
B 1.03 -1.38 0.85
O 1.85 -1.60 1.93
O 0.07 -2.42 0.68
C 0.15 -3.17 -0.52
C 0.67 2.03 0.59
Br 1.23 1.90 2.49
C -0.80 2.41 0.55
C -1.14 3.79 1.13
P 3.37 0.72 -1.34
C 3.95 2.21 -0.40
C 4.53 -0.55 -0.63
C 4.03 -1.98 -0.85
H -3.74 0.92 1.56
H -3.58 -0.36 2.76
H -5.12 0.48 2.58
H -5.78 -0.90 0.83
H -4.42 -1.93 1.25
H -2.17 -0.45 0.30
H -2.68 -2.07 -0.14
H -1.75 -1.58 -2.22
H -3.13 -0.50 -2.45
H 0.28 0.95 -2.82
H 0.12 -0.77 -2.60
H 1.70 -2.51 2.26
H -0.84 -3.54 -0.78
H 0.82 -4.03 -0.39
H 0.53 -2.56 -1.35
H 1.26 2.88 0.24
H -1.10 2.39 -0.50
H -1.38 1.65 1.08
H -0.32 4.50 0.93
H -2.04 4.20 0.67
H -1.29 3.75 2.21
H 3.48 3.11 -0.81
H 3.72 2.16 0.67
H 5.03 2.32 -0.51
H 5.49 -0.41 -1.13
H 4.71 -0.36 0.44
H 3.54 -2.36 0.04
H 4.84 -2.66 -1.10
H 3.29 -2.02 -1.65
```

For the LUMO energy, the calculation gives 2.97 eV. Its total charge is -1. For the calculated total energy, the calculation gives -153490.0270 eV. The highest occupied orbital energy comes out at -3.7 eV.

natural (NBO) population analysis, charges in e, atoms 1 to 6: -0.6550 -0.0592 -0.5397 -0.0970 -0.0717 -0.5813

---

The following is a DFT calculation (ωB97M-V/def2-TZVPD) of a molecular structure, C47H50KN9OP2.

The geometry in XYZ format:
```
110
Properties=species:S:1:pos:R:3
K -0.56 -0.52 0.04
N 2.15 0.23 4.04
C 1.08 0.28 4.89
C 0.00 -0.10 4.14
N 0.38 -0.38 2.88
C 1.68 -0.18 2.82
C 2.47 -0.33 1.64
N 1.97 -0.36 0.42
C 3.01 -0.55 -0.42
C 4.18 -0.64 0.29
N 3.83 -0.49 1.60
H 3.09 0.49 4.28
H 1.17 0.58 5.91
H -1.02 -0.18 4.44
H 2.86 -0.59 -1.48
H 5.19 -0.79 -0.02
H 4.47 -0.57 2.37
C -1.55 2.98 2.10
C -0.12 2.79 1.63
P 0.01 2.59 -0.20
C 1.85 2.65 -0.41
C 2.84 2.72 0.56
C 4.17 2.83 0.19
C 4.54 2.84 -1.15
C 3.56 2.72 -2.12
C 2.24 2.62 -1.75
C -0.18 4.35 -0.69
C 0.60 5.34 -0.08
C 0.46 6.66 -0.44
C -0.43 7.02 -1.44
C -1.18 6.05 -2.07
C -1.06 4.72 -1.70
C -2.45 1.89 1.52
P -2.62 2.25 -0.31
C -2.64 0.64 -1.06
C -1.91 0.42 -2.22
C -2.08 -0.72 -2.98
C -3.18 -1.55 -2.69
C -3.95 -1.36 -1.59
C -3.51 -0.43 -0.51
C -4.43 2.64 -0.32
C -5.26 2.08 -1.29
C -6.62 2.34 -1.29
C -7.15 3.20 -0.34
C -6.32 3.81 0.58
C -4.97 3.54 0.59
H -1.91 3.96 1.78
H -1.58 2.95 3.20
H 0.29 1.87 2.06
H 0.49 3.63 1.96
H 2.58 2.72 1.61
H 4.93 2.93 0.95
H 5.57 2.96 -1.43
H 3.83 2.73 -3.17
H 1.46 2.53 -2.50
H 1.33 5.06 0.67
H 1.05 7.42 0.06
H -0.53 8.06 -1.73
H -1.87 6.32 -2.86
H -1.65 3.96 -2.18
H -3.42 1.89 2.01
H -1.98 0.92 1.65
H -1.26 1.22 -2.58
H -1.51 -0.87 -3.89
H -3.48 -2.30 -3.41
H -4.87 -1.90 -1.47
H -4.37 0.00 0.03
H -4.83 1.40 -2.02
H -7.25 1.87 -2.02
H -8.22 3.40 -0.33
H -6.73 4.51 1.31
H -4.32 4.03 1.31
C 1.32 -3.69 1.60
C 0.88 -3.88 0.20
N 0.08 -3.08 -0.46
C -0.10 -3.65 -1.69
C 0.61 -4.80 -1.77
N 1.23 -4.96 -0.55
C 2.24 -5.92 -0.22
N 3.55 -5.33 -0.32
N 4.17 -4.78 0.75
N 5.22 -4.15 0.38
C 5.33 -4.25 -0.98
C 6.28 -3.74 -1.87
C 6.08 -4.00 -3.21
C 5.00 -4.76 -3.67
C 4.06 -5.29 -2.80
C 4.24 -5.02 -1.45
H 1.09 -2.67 1.89
H 2.39 -3.87 1.69
H 0.80 -4.38 2.26
H -0.75 -3.19 -2.40
H 0.71 -5.54 -2.55
H 2.18 -6.77 -0.91
H 2.12 -6.27 0.81
H 7.12 -3.16 -1.52
H 6.77 -3.61 -3.94
H 4.88 -4.94 -4.72
H 3.23 -5.89 -3.15
C -4.17 -1.26 2.46
C -3.48 -2.03 1.32
C -2.53 -3.07 1.90
O -2.73 -1.16 0.52
H -4.69 -1.94 3.13
H -4.90 -0.56 2.06
H -3.42 -0.71 3.01
H -4.24 -2.54 0.72
H -1.72 -2.57 2.41
H -2.12 -3.68 1.10
H -3.06 -3.72 2.60
```

For the LUMO energy, the calculation gives -0.13 eV. For the calculated total energy, the calculation gives -99911.0307 eV. The highest occupied orbital energy comes out at -5.4 eV.

Mulliken population analysis, charges in e, atoms 1 to 6: 1.4363 0.0123 -1.2387 -0.2552 0.3168 -0.7848

---

The following is a DFT calculation (ωB97M-V/def2-TZVPD) of C4H4O2 in the gas phase.

The geometry in XYZ format:
```
10
Properties=species:S:1:pos:R:3
C 0.53 -0.85 -0.76
C 0.71 -0.09 0.51
O 0.53 -0.04 -1.70
O -0.25 -1.92 -0.85
C -0.36 1.00 -0.03
C -1.27 1.80 0.14
H -0.44 -2.26 0.04
H 1.63 0.49 0.50
H 0.65 -0.67 1.42
H -1.74 2.53 0.74
```

For the LUMO energy, the calculation gives 0.06 eV. The energy above the lowest of the compared OMol25 structures with the same formula, charge and spin is 3.8354 eV. For the calculated total energy, the calculation gives -8303.2419 eV. Its SMILES is C#CCC(=O)O. The highest occupied orbital energy comes out at -9.4 eV.

natural (NBO) population analysis, charges in e, atoms 1 to 6: 0.7630 -0.5427 -0.5560 -0.6295 0.0347 -0.2887

---

The following is a DFT calculation (ωB97M-V/def2-TZVPD) of C7H9N in the gas phase.

The geometry in XYZ format:
```
17
Properties=species:S:1:pos:R:3
C -2.12 1.54 1.16
C -0.32 0.43 -0.09
C -0.25 -0.58 0.84
C 0.80 -1.66 0.67
C 1.61 -1.60 -0.39
C 1.54 -0.63 -1.38
C 0.59 0.43 -1.24
H -2.75 2.67 1.14
H -1.50 1.77 2.16
H -2.46 0.75 1.50
H -1.11 2.33 -0.77
H -0.62 -0.50 1.67
H 0.86 -2.33 1.50
H 2.31 -2.60 -0.53
H 2.24 -0.61 -2.15
H 0.51 1.18 -1.81
N -1.23 1.40 -0.01
```

For the LUMO energy, the calculation gives 0.84 eV. The energy above the lowest of the compared OMol25 structures with the same formula, charge and spin is 4.6468 eV. For the calculated total energy, the calculation gives -8890.5096 eV. Its SMILES is CNc1ccccc1. The highest occupied orbital energy comes out at -7.7 eV.

natural (NBO) population analysis, charges in e, atoms 1 to 6: -0.3667 0.1849 -0.3022 -0.1643 -0.2691 -0.1806